A 2-piece molecular cluster, C3H4OS2 overall. Source: the Open Molecules 2025 dataset; level of theory: ωB97M-V with the def2-TZVPD basis set.

* frontier orbital gap: 8.3 eV
* LUMO: -0.06691 hartree
* HOMO: -10.1 eV

Bonds (Å) are listed after each position.
CARTESIAN COORDINATES (ANGSTROEM)
1 C 0.4947 0.9302 -1.1740  C2 1.294, H7 1.076, H10 1.078
2 C 1.0364 0.5781 -0.0524  C1 1.294, C3 1.291
3 C 1.5223 0.2146 1.0873  C2 1.291, H8 1.077, H9 1.082
4 O -3.2827 -0.6100 0.7723  S6 1.449
5 S -1.2840 -2.4247 -0.1063  S6 1.908
6 S -2.4885 -0.9714 -0.3841  O4 1.449, S5 1.908
7 H 0.5123 0.2898 -2.0388  C1 1.076
8 H 2.5442 0.3915 1.3777  C3 1.077
9 H 0.9054 -0.2977 1.8137  C3 1.082
10 H 0.0398 1.8996 -1.2953  C1 1.078



One molecule with the formula C3H4O. Source: the Open Molecules 2025 dataset; level of theory: ωB97M-V with the def2-TZVPD basis set.

* structure (SMILES): C=CC=O
* frontier orbital gap: 10.1 eV
* LUMO: 0.00258 hartree
* HOMO: -10.1 eV

Bonds (Å) are listed after each position.
CARTESIAN COORDINATES (ANGSTROEM)
1 C 1.0690 -0.6102 -0.0107  C2 1.325, H4 1.094, H5 1.081
2 C 0.2839 0.4569 -0.0070  C1 1.325, C3 1.515, H6 1.117
3 C -1.2236 0.3121 -0.0168  C2 1.515, H7 1.131, O8 1.216
4 H 2.1624 -0.5943 0.0117  C1 1.094
5 H 0.6542 -1.6086 -0.0386  C1 1.081
6 H 0.6808 1.4912 0.1390  C2 1.117
7 H -1.7879 1.2891 -0.0980  C3 1.131
8 O -1.8389 -0.7362 0.0204  C3 1.216



- Number 1 is which compound?
  C3H4OS2



- Which value of HOMO does entry 1 give?
  -10.1 eV



- Look up the LUMO of the second one.
  0.00258 hartree



- What is the formula in the second record?
  C3H4O